Computed, not measured: a single C4H5FS molecule in a non-equilibrium geometry, with the ωB97M-V functional and the def2-TZVPD basis.

XYZ file:
```
11
Properties=species:S:1:pos:R:3:forces:R:3
C -0.49934 2.09122 0.00421 -0.9 0.2 0.6
C -1.27136 0.80927 -0.05918 0.6 -1.1 0.3
C -0.83131 -0.47509 0.01601 0.5 2.9 0.0
C 0.49683 -0.94501 -0.08144 2.0 -0.8 0.0
H -1.11210 2.96151 -0.31033 0.4 -0.6 0.0
H 0.42438 2.00493 -0.52043 0.6 0.1 -0.9
H -0.11574 2.31859 1.01395 -0.5 -0.3 0.0
H -2.33258 0.77180 -0.19499 -0.7 0.7 0.1
H 0.52744 -2.03962 -0.26909 0.1 0.6 0.1
F -1.74446 -1.42838 0.07178 -1.0 -1.1 -0.1
S 1.93374 -0.12776 0.02233 -1.3 -0.6 0.0
```
Positions in Å, forces in eV/Å.

Calculated values
Calculated total energy ... -653.4105 Ha
ΔE to the lowest compared entry with this formula, charge and spin ... 79.88 kJ/mol
Structure (SMILES) ... C/C=C(/F)C=S
LUMO level ... -1.016 eV
HOMO-LUMO gap ... 7.85 eV
HOMO energy ... -8.8626 eV
Net charge ... 0

Computed, not measured: a single C4H5FS3 molecule in a non-equilibrium geometry, with the ωB97M-V functional and the def2-TZVPD basis.

XYZ file:
```
13
Properties=species:S:1:pos:R:3:forces:R:3
C -0.58278 -1.54465 1.19272 0.5 3.6 1.0
C -0.98302 0.90349 -0.38316 0.7 1.4 0.0
C 0.56761 1.20033 -0.17820 -0.8 -2.4 1.2
C 1.15915 0.35473 -1.26033 -0.3 -0.5 -1.6
H -0.62976 -1.04277 2.23881 0.5 -0.7 -1.9
H 0.42589 -1.63119 0.76207 -0.4 0.3 0.4
H -0.99620 -2.47963 1.32503 -1.2 -2.0 -0.2
H 0.68010 2.23798 -0.21277 0.3 1.6 -0.7
H 0.51245 0.47860 -2.19348 1.3 -0.1 0.9
F 1.11798 0.84654 1.06671 -0.8 0.0 -0.6
S -1.73233 -0.53322 0.07197 0.3 -1.6 1.0
S -1.86624 1.97898 -1.28020 0.7 -0.5 0.6
S 2.32716 -0.76920 -1.14916 -0.8 1.0 0.0
```
Positions in Å, forces in eV/Å.

Calculated values
Calculated total energy ... -1449.7688 Ha
ΔE to the lowest compared entry with this formula, charge and spin ... 148.67 kJ/mol
Structure (SMILES) ... CSC(=S)[C@@H](F)C=S
LUMO level ... -1.195 eV
HOMO-LUMO gap ... 7.87 eV
HOMO energy ... -9.0634 eV
Net charge ... 0

Computed, not measured: a molecular structure, C4H5HgLiO in a non-equilibrium geometry, with the ωB97M-V functional and the def2-TZVPD basis.

XYZ file:
```
12
Properties=species:S:1:pos:R:3:forces:R:3
C 1.05392 -1.53442 0.42231 0.5 0.1 2.2
C 1.12512 -1.42216 1.64931 -0.2 0.1 -1.1
H 1.16056 -1.40122 2.72835 0.0 0.0 -0.2
C -0.49417 0.13116 0.64690 -4.8 -0.4 -1.7
C -0.46162 0.94284 -0.60084 1.0 -0.4 4.5
O 0.02725 0.41845 -1.70805 -1.9 3.4 -2.9
Hg 0.97810 -1.26612 -1.58626 2.1 -3.6 0.2
H -0.83518 0.66829 1.54458 0.3 0.2 -0.2
H -1.25329 -0.65318 0.50356 1.4 -1.6 0.7
H 0.43625 1.20080 0.49025 0.6 1.0 -2.4
H -1.37833 1.53631 -0.75490 1.0 1.0 0.9
Li -0.35862 1.37925 -3.33522 0.0 0.2 0.0
```
Positions in Å, forces in eV/Å.

Calculated values
Calculated total energy ... -390.6449 Ha
ΔE to the lowest compared entry with this formula, charge and spin ... 421.12 kJ/mol
LUMO level (alpha / beta) ... -10.211 / -10.211 eV
HOMO-LUMO gap (alpha / beta) ... 6.89 / 6.89 eV
HOMO energy (alpha / beta) ... -17.1030 / -17.1035 eV
Net charge ... +2

What is the net charge in the first record?
0

Which of these has the lowest calculated total energy?
C4H5FS3